# 1
The following is a quantum chemistry calculation of 2 unconnected molecules or ions with the total composition C3H11N2O2 in a non-equilibrium geometry, from OMol25.

Each line ends with the natural charge from an NBO analysis.
CARTESIAN COORDINATES (ANGSTROEM)
C 1.12 -0.28 -0.43  0.2573
H 3.06 -0.25 0.23  0.4162
H 0.64 1.81 -1.01  0.2956
H -0.37 -0.69 3.05  0.5021
H 1.94 0.29 1.33  0.4079
O -0.12 -0.22 2.25  -1.0096
C -1.94 -0.26 -0.68  -0.4661
H -2.22 0.05 0.32  0.2636
H -0.18 1.27 0.46  0.3018
H 1.51 -0.45 -1.44  0.2287
H -2.81 -0.37 -1.33  0.2618
N -1.06 0.68 -1.27  -0.2644
N 2.20 0.27 0.35  -0.8242
H -1.47 -1.27 -0.58  0.3094
C 0.08 0.98 -0.56  -0.1835
O 0.48 -1.30 0.07  -0.3908
H -0.93 0.55 -2.27  0.4217
H 0.08 -0.82 1.48  0.4725

Its HOMO energy is -14.7 eV. For the relative energy (zero: lowest compared OMol25 entry of this formula, charge and spin), the calculation gives 592.4 kJ/mol. As for the charge: +1.

# 2
The following is a quantum chemistry calculation of 2 unconnected molecules or ions with the total composition C3H11N2O2S in a non-equilibrium geometry, from OMol25.

Each line ends with the natural charge from an NBO analysis.
CARTESIAN COORDINATES (ANGSTROEM)
H 1.18 -1.43 1.30  0.2322
O -0.66 1.64 -2.77  -1.0516
C -0.09 0.12 0.28  -0.3323
H 0.71 -0.94 -1.34  0.4260
C 0.14 -1.25 0.94  -0.5279
H -0.57 2.63 -2.85  0.4804
H -0.24 0.51 -1.91  0.4461
O 1.59 1.73 0.69  -0.6767
H -0.52 -1.15 1.79  0.2158
C 0.47 1.30 1.09  0.5949
S -0.63 -2.62 -0.12  -0.1244
N 0.48 0.08 -1.08  -0.7705
H 1.39 0.56 -1.02  0.4416
H -1.16 0.24 0.24  0.1267
H 0.22 -3.54 0.21  0.1119
N -0.38 1.64 2.13  -0.8629
H -1.23 1.03 2.09  0.3771
H -0.19 2.60 2.54  0.4230
H -0.81 1.38 -3.66  0.4707

Its HOMO energy (spin up / spin down) is -2.8 / -9.5 eV. Its spin multiplicity is 2. For the relative energy (zero: lowest compared OMol25 entry of this formula, charge and spin), the calculation gives 198.3 kJ/mol. As for the charge: 0.

# 3
The following is a quantum chemistry calculation of 4 unconnected molecules or ions with the total composition C3H11N2O3 in a non-equilibrium geometry, from OMol25.

Each line ends with the natural charge from an NBO analysis.
CARTESIAN COORDINATES (ANGSTROEM)
H -3.34 -1.33 -0.78  0.4805
H 2.54 1.74 -0.48  0.4451
H -1.61 1.55 -0.47  0.2718
C -0.57 1.43 -0.66  -0.0334
H -4.09 -0.08 -0.49  0.4898
O -3.18 -0.39 -0.61  -0.9657
N -0.06 0.15 -0.84  -0.4530
C 0.49 2.25 -0.62  -0.0592
H -0.62 -0.68 -0.96  0.4761
H 0.67 3.30 -0.57  0.2541
O 0.28 -2.60 -0.12  -0.9796
H 1.92 -0.63 -0.52  0.2608
H 0.57 -3.44 -0.48  0.4960
N 1.62 1.44 -0.77  -0.4623
H -0.09 -2.77 0.75  0.4914
H 1.53 -0.78 2.65  0.4711
H 1.51 0.57 3.26  0.4818
O 1.18 0.10 2.48  -0.9508
C 1.25 0.17 -0.75  0.2854

Its HOMO energy is -13.9 eV. For the relative energy (zero: lowest compared OMol25 entry of this formula, charge and spin), the calculation gives 74.0 kJ/mol. As for the charge: +1.

# 4
The following is a quantum chemistry calculation of 4 unconnected molecules or ions with the total composition C3H11N2O3 in a non-equilibrium geometry, from OMol25.

Each line ends with the natural charge from an NBO analysis.
CARTESIAN COORDINATES (ANGSTROEM)
C 1.59 -2.06 1.96  -0.0601
H 2.40 -2.52 0.11  0.4546
N 1.58 -2.18 0.58  -0.4743
H 2.33 -2.40 2.66  0.2565
H 0.08 -1.16 3.26  0.2494
H -2.15 1.36 1.22  0.5187
H -0.08 1.77 -2.09  0.4950
H -1.09 -0.41 1.09  0.4760
H -0.88 3.45 -3.27  0.4901
H 0.22 -1.71 -0.92  0.2465
H -0.51 4.00 -1.92  0.4937
C 0.45 -1.64 0.13  0.2717
H -2.15 0.61 -0.20  0.5163
O -0.93 3.23 -2.34  -0.9466
O 0.43 0.98 -1.77  -0.9920
O -2.15 0.52 0.74  -0.9178
H 0.61 0.59 -2.63  0.4630
C 0.48 -1.32 2.28  -0.0637
N -0.23 -1.11 1.12  -0.4771

Its HOMO energy is -13.7 eV. For the relative energy (zero: lowest compared OMol25 entry of this formula, charge and spin), the calculation gives 79.3 kJ/mol. As for the charge: +1.

# 5
The following is a quantum chemistry calculation of 2 unconnected molecules or ions with the total composition C3H11N2OS in a non-equilibrium geometry, from OMol25.

Each line ends with the natural charge from an NBO analysis.
CARTESIAN COORDINATES (ANGSTROEM)
H 0.86 -1.83 1.38  0.3333
C 1.36 -0.46 -0.03  -0.2211
S -1.02 2.82 -0.19  -0.7444
H -0.91 -1.01 1.55  0.4725
N 1.02 -1.86 0.35  -0.8762
H 1.10 2.30 -0.19  0.2003
H 1.92 -0.51 -0.96  0.1678
C 0.04 0.44 -0.16  -0.1083
H 0.16 -2.26 -0.14  0.3860
N -0.79 -0.30 -1.08  -0.8854
H 0.47 1.90 -1.87  0.1769
H -2.33 -0.27 1.66  0.4895
H -1.76 0.11 -0.99  0.3887
O -1.74 -1.02 1.94  -0.9690
H -0.38 -0.25 -2.06  0.3537
C 0.37 1.78 -0.68  -0.5456
H 2.05 -0.12 0.71  0.1801
H -0.43 0.54 0.76  0.2014

Its HOMO energy is -2.6 eV. For the relative energy (zero: lowest compared OMol25 entry of this formula, charge and spin), the calculation gives 137.4 kJ/mol. As for the charge: -1.

# 6
The following is a quantum chemistry calculation of 2 unconnected molecules or ions with the total composition C3H11N2OS in a non-equilibrium geometry, from OMol25.

Each line ends with the natural charge from an NBO analysis.
CARTESIAN COORDINATES (ANGSTROEM)
N 0.18 0.73 -0.97  -0.8878
S -1.97 -0.68 -2.67  -0.7367
N 0.57 0.64 1.79  -0.8388
H -2.10 -1.74 -0.53  0.1864
H -2.65 0.03 -0.51  0.1745
C -0.71 0.22 1.19  -0.2206
H 0.91 -0.10 2.39  0.3392
O 3.43 0.16 -0.09  -0.9436
H 3.41 -0.75 -0.42  0.4622
H 1.23 0.74 1.04  0.3421
H 0.08 -1.18 -0.28  0.1603
H 2.50 0.31 0.15  0.4721
H -1.20 -0.54 1.80  0.1841
H 0.39 0.43 -1.92  0.3995
H -0.27 1.64 -0.98  0.3562
H -1.34 1.11 1.09  0.1676
C -0.54 -0.28 -0.24  -0.0733
C -1.92 -0.72 -0.83  -0.5434

Its HOMO energy is -2.5 eV. For the relative energy (zero: lowest compared OMol25 entry of this formula, charge and spin), the calculation gives 48.1 kJ/mol. As for the charge: -1.

# 7
The following is a quantum chemistry calculation of 2 unconnected molecules or ions with the total composition C3H11N2P2 in a non-equilibrium geometry, from OMol25.

Each line ends with the natural charge from an NBO analysis.
CARTESIAN COORDINATES (ANGSTROEM)
H 1.59 -0.44 -3.91  0.2625
N 0.24 -0.71 -1.27  -0.9655
H 1.14 -0.69 1.83  0.2931
P 1.34 0.31 -1.47  1.0228
C 2.21 -0.40 -3.03  -0.9476
C -0.67 1.81 1.04  -0.9866
N -2.52 -0.29 0.75  -1.1223
H -0.39 -0.74 3.01  0.2781
H -0.70 2.09 2.06  0.2861
H -1.25 2.39 0.45  0.2643
P -0.92 0.05 0.75  1.6829
H -0.20 -2.00 1.72  0.2844
H -2.67 -1.23 0.57  0.4193
H 2.47 -1.44 -2.78  0.2544
C -0.01 -0.87 2.02  -0.9998
H 3.14 0.04 -3.25  0.2504
H 0.46 1.84 1.00  0.2798
H -3.28 0.29 0.51  0.4438

Its HOMO energy (spin up / spin down) is -12.6 / -12.6 eV. For the relative energy (zero: lowest compared OMol25 entry of this formula, charge and spin), the calculation gives 256.0 kJ/mol. As for the charge: +1.

# 8
The following is a quantum chemistry calculation of a gas-phase ion, C3H11N2P2 (charge +1) in a non-equilibrium geometry, from OMol25.

Each line ends with the natural charge from an NBO analysis.
CARTESIAN COORDINATES (ANGSTROEM)
P 1.91 0.96 0.11  0.9948
H -1.27 -1.91 -1.33  0.2797
H 2.88 -1.17 -0.03  0.2743
N -1.28 0.33 1.75  -1.1652
H -0.47 0.77 2.24  0.4216
H -0.83 -2.41 0.20  0.2760
H 3.89 0.12 -0.92  0.2683
C -1.40 -1.67 -0.22  -1.0080
C -1.50 1.47 -1.17  -0.8081
H 3.95 -0.06 0.98  0.2759
N 0.82 -0.23 0.14  -1.1583
H -2.44 1.84 -0.73  0.2485
H -2.45 -1.85 0.08  0.2780
H -1.68 0.96 -2.13  0.2521
P -0.84 -0.03 0.17  1.8060
H -2.06 0.83 2.08  0.4288
H -0.59 2.21 -1.21  0.2569
C 3.35 -0.15 0.00  -0.9213

Its HOMO energy (spin up / spin down) is -11.5 / -14.5 eV. Its spin multiplicity is 3. For the relative energy (zero: lowest compared OMol25 entry of this formula, charge and spin), the calculation gives 0.0 kJ/mol. As for the charge: +1.

# 9
The following is a quantum chemistry calculation of a gas-phase ion, C3H11N2S (charge +1) in a non-equilibrium geometry, from OMol25.

Each line ends with the natural charge from an NBO analysis.
CARTESIAN COORDINATES (ANGSTROEM)
H -1.52 -0.55 -0.64  0.4754
N -0.72 0.00 -1.19  -0.7503
H -2.48 -0.46 1.57  0.3932
S 2.13 -0.94 -1.86  0.0275
H 2.73 0.15 -1.98  0.1205
H 1.09 -1.20 0.27  0.2253
C 1.57 -0.38 -0.17  -0.5035
H -1.42 1.45 1.09  0.2208
H 0.55 1.57 -0.39  0.2232
H -0.13 -0.62 -1.78  0.4494
H 2.33 0.17 0.26  0.2457
C 0.26 0.54 -0.16  -0.0645
H 0.05 0.82 2.00  0.2282
H -1.06 -1.21 2.14  0.3992
N -1.49 -0.74 1.35  -0.8868
C -0.69 0.65 1.19  -0.2463
H -1.19 0.76 -1.70  0.4431

Its HOMO energy is -13.8 eV. The SMILES is NC[C@H]([NH3+])CS. For the relative energy (zero: lowest compared OMol25 entry of this formula, charge and spin), the calculation gives 173.7 kJ/mol. As for the charge: +1.

# 10
The following is a quantum chemistry calculation of 2 unconnected molecules or ions with the total composition C3H11N2S in a non-equilibrium geometry, from OMol25.

Each line ends with the natural charge from an NBO analysis.
CARTESIAN COORDINATES (ANGSTROEM)
H -1.44 2.39 -0.44  0.4621
H -1.33 1.03 0.67  0.4391
H 2.37 -0.77 2.17  0.2276
H 3.37 -1.81 0.99  0.2348
H -3.99 -0.78 -0.98  0.4393
C 2.48 -1.19 1.09  -0.6475
H -2.57 -1.16 -0.20  0.4028
N -3.04 -0.55 -0.70  -0.6996
H 2.98 -0.34 -0.88  0.2342
H -3.30 1.33 -1.54  0.2290
H 3.11 0.90 0.55  0.2322
C -2.61 0.73 -0.89  0.4000
N -1.89 1.48 -0.06  -0.6914
S 0.90 0.88 0.06  -0.2091
C 2.63 0.01 0.16  -0.4248
H 1.61 -1.99 0.88  0.2177
H 0.72 -0.15 -0.90  0.1536

Its HOMO energy is -12.9 eV. For the relative energy (zero: lowest compared OMol25 entry of this formula, charge and spin), the calculation gives 210.5 kJ/mol. As for the charge: +1.

# 11
The following is a quantum chemistry calculation of a gas-phase ion, C3H11N2S (charge +1) in a non-equilibrium geometry, from OMol25.

Each line ends with the natural charge from an NBO analysis.
CARTESIAN COORDINATES (ANGSTROEM)
N 0.54 1.39 0.28  -0.9495
H -0.25 0.41 -1.32  0.2117
H -1.82 0.54 1.30  0.2260
H 0.87 1.31 1.24  0.3961
S 1.26 2.70 -0.58  0.4795
H 2.25 -0.73 -0.13  0.4366
H -2.30 -1.15 1.40  0.2395
C 0.31 0.20 -0.40  0.1136
C -1.82 -0.41 0.77  -0.6032
H -2.40 -0.30 -0.14  0.2172
H 0.17 3.47 -0.68  0.0811
C -0.39 -0.84 0.45  -0.4240
N 1.68 -0.41 -0.92  -0.7258
H 0.16 -0.99 1.39  0.2171
H 2.18 0.35 -1.41  0.4304
H -0.42 -1.79 -0.08  0.2169
H 1.52 -1.19 -1.57  0.4369

Its HOMO energy (spin up / spin down) is -9.1 / -14.1 eV. Its spin multiplicity is 3. For the relative energy (zero: lowest compared OMol25 entry of this formula, charge and spin), the calculation gives 32.0 kJ/mol. As for the charge: +1.

# 12
The following is a quantum chemistry calculation of 2 unconnected molecules or ions with the total composition C3H11N2S in a non-equilibrium geometry, from OMol25.

Each line ends with the natural charge from an NBO analysis.
CARTESIAN COORDINATES (ANGSTROEM)
N -0.68 1.58 1.20  -0.7453
H 2.42 -2.61 -0.77  0.3110
H 0.45 0.77 -2.37  0.1930
H -3.22 1.56 1.98  0.4466
H 0.84 -1.31 -2.08  0.2779
H 2.50 -1.54 0.57  0.2699
C 2.35 -1.52 -0.51  -0.7145
H 0.20 -1.31 -0.42  0.2608
H -0.55 2.36 1.84  0.4616
S 1.21 0.79 -1.20  0.6177
H -1.49 0.34 -0.13  0.2062
H -3.74 0.38 0.94  0.4681
C 1.05 -1.06 -1.04  -0.5096
H 0.16 1.02 1.20  0.4128
H 3.23 -1.35 -1.13  0.2794
C -1.74 0.92 0.76  0.4181
N -2.97 1.00 1.16  -0.6538

Its HOMO energy (spin up / spin down) is -19.7 / -19.8 eV. Its spin multiplicity is 2. For the relative energy (zero: lowest compared OMol25 entry of this formula, charge and spin), the calculation gives 162.3 kJ/mol. As for the charge: +2.

# 13
The following is a quantum chemistry calculation of a gas-phase ion, C3H11N2S2 (charge +1) in a non-equilibrium geometry, from OMol25.

Each line ends with the natural charge from an NBO analysis.
CARTESIAN COORDINATES (ANGSTROEM)
H 0.57 1.77 1.49  0.2709
H -1.81 -0.85 0.13  0.4543
S -1.50 0.69 2.29  0.0950
S -1.01 -0.77 3.60  -0.0756
H 0.54 -0.82 0.70  0.2213
H 1.30 -0.06 -3.01  0.3956
H -0.79 1.90 0.52  0.2334
H 1.51 -1.33 -2.11  0.3786
H -0.83 -1.18 -1.19  0.4650
N 0.95 -0.47 -2.16  -0.8731
H -0.82 -1.94 2.93  0.1234
C -0.21 1.14 1.07  -0.5748
H 2.21 0.23 -0.58  0.2234
H -1.53 0.32 -0.99  0.4332
H 1.11 1.43 -1.29  0.2160
N -1.10 -0.47 -0.51  -0.6845
C 1.22 0.39 -1.00  -0.2389
C 0.18 0.03 0.11  -0.0632

Its HOMO energy is -12.7 eV. The SMILES is NC[C@H]([NH3+])CSS. For the relative energy (zero: lowest compared OMol25 entry of this formula, charge and spin), the calculation gives 83.4 kJ/mol. As for the charge: +1.

# 14
The following is a quantum chemistry calculation of 2 unconnected molecules or ions with the total composition C3H11N3 in a non-equilibrium geometry, from OMol25.

Each line ends with the natural charge from an NBO analysis.
CARTESIAN COORDINATES (ANGSTROEM)
H 3.24 -1.40 1.33  0.1986
N 1.34 -0.28 0.02  -0.8513
H 0.56 -0.34 1.92  0.1810
H 2.05 -0.70 -0.56  0.3389
H 0.44 -1.83 1.06  0.1687
H 2.25 -2.64 2.17  0.1938
C 2.37 -1.58 1.95  -0.6719
N -2.62 1.84 -0.82  -0.9836
H -2.14 0.09 -3.43  0.3233
C 1.11 -0.99 1.25  -0.3053
H -2.20 2.47 -2.64  0.1083
H -2.76 2.81 -0.54  0.2644
H 1.55 0.70 0.18  0.3335
H 2.57 -1.11 2.92  0.1943
C -2.41 1.54 -2.13  -0.0641
N -2.44 0.32 -2.49  -0.8006
H -2.90 1.10 -0.20  0.3719

Its HOMO energy (spin up / spin down) is 1.5 / -5.0 eV. Its spin multiplicity is 2. For the relative energy (zero: lowest compared OMol25 entry of this formula, charge and spin), the calculation gives 52.8 kJ/mol. As for the charge: -1.

# 15
The following is a quantum chemistry calculation of 2 unconnected molecules or ions with the total composition C3H11N3 in a non-equilibrium geometry, from OMol25.

Each line ends with the natural charge from an NBO analysis.
CARTESIAN COORDINATES (ANGSTROEM)
H -2.18 -0.25 -0.28  0.3842
H -2.10 1.01 0.79  0.3441
H 1.78 -0.95 1.03  0.2253
H -0.57 2.22 -0.19  0.2130
H -2.76 -0.31 1.30  0.3404
H -1.02 -1.90 -1.52  0.2149
C 1.90 0.01 0.53  -0.4424
H 1.06 2.45 0.84  0.1945
C 0.42 1.83 0.16  -0.2900
N 0.67 0.55 -0.07  -0.0603
H 0.69 -1.64 -1.94  0.1801
H 2.69 -0.05 -0.33  0.2233
N -2.70 0.27 0.53  -1.0738
H 0.06 -2.24 -0.25  0.1833
H 2.35 0.65 1.25  0.2232
C -0.10 -1.52 -1.05  -0.4654
N -0.20 -0.11 -0.80  -0.3944

Its HOMO energy is -7.4 eV. For the relative energy (zero: lowest compared OMol25 entry of this formula, charge and spin), the calculation gives 390.8 kJ/mol. As for the charge: 0.